{"formula": "H27O13", "method": "the ωB97M-V functional and the def2-TZVPD basis", "total_charge": 1, "e_homo_ev": -13.9, "elements": ["O", "H", "H", "O", "H", "H", "O", "H", "O", "H", "H", "O", "H", "H", "O", "H", "H", "O", "H", "H", "O", "H", "H", "O", "H", "H", "O", "H", "H", "O", "H", "H", "O", "H", "H", "O", "H", "H", "H", "H"], "coordinates": [[0.16, -0.56, -1.51], [0.62, 0.64, -1.50], [0.67, -1.17, -1.96], [-0.73, -1.86, 2.08], [-0.99, -2.65, 2.51], [0.31, 2.04, -0.57], [0.09, -3.39, -2.52], [-4.35, 0.80, -0.37], [0.81, 1.40, 2.51], [3.99, 1.15, 0.57], [0.72, 1.21, 3.44], [2.21, -1.73, 3.05], [3.09, -1.79, 3.09], [1.88, -1.47, 3.91], [-0.70, 3.97, -0.69], [-0.07, 4.64, -0.41], [-0.88, 3.66, 0.07], [-1.16, 1.25, -3.48], [-1.98, 1.32, -2.94], [-1.33, 0.67, -4.04], [-4.26, 0.19, 0.34], [-3.40, -0.08, 0.14], [-2.23, -1.74, 0.19], [3.51, 0.67, -0.10], [-0.19, -0.85, -0.68], [3.96, 0.64, -0.99], [-1.25, 1.70, 0.67], [-2.12, 1.58, 0.24], [-1.42, 1.40, 1.62], [0.89, 1.86, -1.32], [0.56, 0.63, 2.02], [0.38, 2.21, -2.16], [1.59, -2.27, -0.23], [2.41, -2.24, 0.52], [1.66, -1.34, -0.41], [-1.93, -0.67, 0.45], [-1.86, -0.81, 1.42], [-0.03, -2.25, 1.47], [0.93, -3.11, -2.89], [0.45, -3.64, -1.55]], "mulliken_charge": [-0.376, 0.419, 0.280, -0.595, 0.304, 0.354, -0.632, 0.335, -0.613, 0.277, 0.292, -0.479, 0.253, 0.264, -0.571, 0.332, 0.227, -0.532, 0.300, 0.227, -0.614, 0.335, 0.358, -0.553, 0.253, 0.305, -0.544, 0.194, 0.357, -0.520, 0.269, 0.501, -0.630, 0.352, 0.326, -0.776, 0.367, 0.278, 0.335, 0.340]}